Record 1
90
Properties=species:S:1:pos:R:3:forces:R:3:lowdin_charge:R:1 method="wB97M-V/def2-TZVPD" orbital_gap_ev="5.889 / 6.662" homo_ev="-7.632 / -7.701" energy_ha=-4217.8548
Pb 0.0677 -1.0339 0.4864 0.360 0.063 0.050 1.20
C 0.5027 0.3472 4.5715 0.004 0.013 0.007 0.00
C 0.4600 -0.1193 3.1374 0.055 -0.011 0.241 -0.75
O -0.4914 -0.8843 2.7978 -0.257 -0.066 -0.151 -0.19
O 1.3402 0.2578 2.3313 -0.037 0.032 -0.299 -0.17
H 0.2707 -0.4804 5.2394 -0.003 0.009 0.003 0.08
H -0.2680 1.1080 4.7041 0.006 -0.005 0.009 0.09
H 1.4722 0.7765 4.8104 -0.005 -0.002 -0.002 0.08
C 4.7917 -0.9327 -1.2344 -0.085 0.065 -0.073 -0.33
As 3.4602 -0.5416 0.1534 0.059 -0.057 -0.046 1.08
C 3.3680 1.3941 -0.0881 -0.015 -0.002 -0.021 -0.31
C 4.6022 -0.6297 1.7758 0.073 0.113 0.002 -0.34
C 5.9284 0.0542 1.6644 -0.033 -0.026 0.019 -0.32
C 6.0676 1.4034 1.9897 -0.011 0.000 -0.012 -0.06
C 7.2872 2.0507 1.8514 -0.006 -0.009 0.002 -0.09
C 8.3980 1.3598 1.3875 -0.010 -0.014 0.001 -0.10
C 8.2775 0.0141 1.0683 -0.049 0.000 0.011 -0.09
C 7.0552 -0.6290 1.2059 0.018 0.031 0.015 -0.07
H 5.6851 -0.3165 -1.1337 -0.022 0.006 0.016 0.02
H 4.3180 -0.7294 -2.1972 0.032 -0.024 0.039 0.01
H 5.0713 -1.9859 -1.2053 -0.004 0.007 0.018 0.02
H 4.3572 1.8476 -0.1510 0.005 -0.015 0.011 0.02
H 2.8076 1.8159 0.7453 0.006 0.001 0.013 0.02
H 2.8150 1.5842 -1.0087 0.019 -0.002 0.009 0.00
H 4.7219 -1.6882 2.0106 0.011 -0.009 -0.020 0.07
H 3.9832 -0.1822 2.5546 -0.003 -0.018 0.002 0.06
H 5.2058 1.9476 2.3592 0.009 0.000 -0.003 0.11
H 7.3707 3.0985 2.1123 -0.001 -0.007 -0.001 0.10
H 9.3505 1.8636 1.2822 -0.010 -0.006 0.000 0.10
H 9.1384 -0.5384 0.7129 -0.003 0.000 0.001 0.10
H 6.9708 -1.6809 0.9568 -0.001 -0.001 -0.003 0.11
C -0.8378 -5.5211 2.4544 -0.022 0.020 -0.022 -0.07
C -0.9541 -4.5493 1.2809 -0.024 0.034 0.027 -0.40
C 0.1381 -4.8396 0.2424 0.002 0.035 0.039 -0.07
C -2.3102 -4.5634 0.6178 0.044 0.038 0.005 -0.12
C -3.0841 -5.6925 0.5412 -0.017 -0.019 0.007 -0.03
C -4.3313 -5.6978 -0.0906 -0.005 0.118 -0.036 -0.04
C -4.8387 -4.5278 -0.6744 0.046 -0.169 0.038 -0.03
C -4.1318 -3.3576 -0.6633 0.091 -0.034 0.079 -0.13
C -4.6925 -2.1005 -1.2750 -0.014 0.042 -0.023 -0.38
C -4.9472 -1.0056 -0.2344 0.077 0.049 0.039 -0.05
C -3.8309 -1.5713 -2.4247 0.065 -0.006 -0.028 -0.07
C -2.8171 -3.3425 -0.0054 -0.448 0.104 -0.092 -0.26
N -2.2042 -2.2176 0.0236 0.293 -0.260 0.220 0.17
H 0.1081 -5.3510 2.9698 -0.006 -0.009 0.003 0.08
H -0.8441 -6.5621 2.1245 -0.012 0.006 -0.003 0.07
H -1.6465 -5.3786 3.1723 0.013 -0.007 -0.003 0.09
H -0.8048 -3.5447 1.6904 0.004 -0.008 -0.071 0.08
H 0.0496 -5.8722 -0.1038 0.014 0.014 -0.010 0.09
H 1.1294 -4.7056 0.6800 -0.019 -0.014 0.005 0.08
H 0.0644 -4.1848 -0.6256 -0.021 0.050 -0.019 0.06
H -2.7269 -6.6072 0.9954 0.000 -0.007 0.010 0.11
H -4.9106 -6.6109 -0.1197 -0.007 0.014 -0.009 0.11
H -5.8129 -4.5449 -1.1478 -0.008 -0.018 -0.002 0.12
H -5.6580 -2.3891 -1.6978 -0.049 -0.008 -0.010 0.13
H -4.0074 -0.6247 0.1755 -0.097 -0.019 -0.048 0.07
H -5.5590 -1.3758 0.5893 -0.003 -0.005 0.007 0.08
H -5.4754 -0.1718 -0.7008 0.005 0.005 0.003 0.08
H -2.8787 -1.1788 -2.0569 -0.076 -0.022 -0.018 0.06
H -4.3592 -0.7623 -2.9331 0.002 0.010 -0.006 0.08
H -3.6288 -2.3580 -3.1556 0.018 0.047 -0.003 0.09
C -1.0015 0.8894 -0.1163 0.046 0.084 0.001 -0.18
C -1.4049 1.8920 -0.6729 -0.130 0.091 0.091 -0.16
C -1.8918 3.0752 -1.3282 -0.154 0.188 0.401 -0.30
C -3.0856 3.0429 -2.0571 -0.209 0.188 0.211 -0.07
C -3.5454 4.1766 -2.7100 0.003 -0.101 0.042 -0.08
C -2.8233 5.3608 -2.6465 0.062 0.013 0.006 -0.09
C -1.6384 5.4038 -1.9228 -0.017 0.003 -0.045 -0.08
C -1.1739 4.2734 -1.2687 -0.019 -0.100 -0.003 -0.03
H -3.6505 2.1184 -2.0941 0.019 0.006 -0.009 0.11
H -4.4737 4.1372 -3.2665 0.005 -0.006 0.006 0.10
H -3.1834 6.2459 -3.1547 0.004 -0.005 0.002 0.10
H -1.0718 6.3246 -1.8672 -0.005 -0.006 0.003 0.10
H -0.2507 4.3018 -0.7050 -0.002 0.002 0.000 0.12
N 0.9767 -0.2282 -2.2964 -0.030 -0.240 -0.015 0.14
C 0.6000 0.4045 -3.1856 0.187 0.363 -0.264 -0.27
N 0.2537 1.2198 -4.1868 -0.055 -0.189 0.113 -0.07
C 0.6404 0.8062 -5.5447 0.030 0.010 0.080 -0.12
C -0.4291 -0.0858 -6.1463 -0.057 0.037 0.017 -0.19
O -1.6890 0.5633 -6.1186 0.004 -0.062 -0.040 -0.12
C -2.0889 0.8526 -4.7868 0.050 0.019 0.026 -0.17
C -1.1044 1.7937 -4.1198 0.155 -0.120 -0.018 -0.11
H 1.6061 0.3049 -5.5009 0.004 -0.014 -0.012 0.13
H 0.7422 1.7131 -6.1423 0.005 0.028 0.007 0.13
H -0.4804 -1.0312 -5.5892 -0.015 -0.016 0.008 0.13
H -0.2065 -0.3055 -7.1893 -0.010 -0.006 -0.019 0.13
H -2.1560 -0.0787 -4.2105 -0.020 -0.040 0.023 0.11
H -3.0794 1.3013 -4.8429 -0.012 0.020 -0.011 0.13
H -1.3557 1.9799 -3.0765 0.201 -0.248 -0.527 0.08
H -1.0813 2.7476 -4.6489 0.013 0.050 0.012 0.14

***

Record 2
98
Properties=species:S:1:pos:R:3:forces:R:3:lowdin_charge:R:1 method="wB97M-V/def2-TZVPD" total_charge=+1 orbital_gap_ev=7.285 homo_ev=-10.022 energy_ha=-3338.1941
Pb -1.7211 0.2714 0.6298 0.233 0.172 0.286 1.16
O 2.1869 4.0290 3.2697 0.170 0.014 0.342 0.13
C 1.0780 3.3637 2.9329 -0.022 0.077 -0.290 -0.47
O 0.5997 3.3615 1.8308 0.117 -0.079 0.049 0.12
C 0.4872 2.6374 4.1074 0.104 -0.004 0.240 -0.18
C 0.7509 3.0180 5.4211 -0.029 -0.066 -0.116 0.04
C 0.0830 2.3533 6.4364 0.016 0.089 0.058 -0.01
C -0.7705 1.3102 6.1170 0.009 -0.104 -0.076 0.04
C -0.8999 0.9615 4.7767 0.131 0.138 0.168 -0.17
N -0.3203 1.6363 3.7950 0.241 -0.309 -0.037 0.17
C -1.7019 -0.2201 4.3390 -0.394 -0.193 -0.385 -0.44
O -2.1858 -0.9220 5.3574 0.156 0.038 0.281 0.15
O -1.9208 -0.5211 3.1867 -0.013 0.095 0.266 -0.03
H 2.5518 4.4851 2.4993 -0.131 -0.007 -0.170 0.14
H 1.4477 3.8177 5.6244 -0.015 0.008 0.022 0.13
H 0.2323 2.6440 7.4674 -0.017 -0.008 0.002 0.12
H -1.3238 0.7742 6.8742 0.093 -0.042 0.019 0.13
H -2.6503 -1.6972 5.0111 -0.047 -0.034 -0.109 0.15
C -2.6784 3.0158 -3.5234 0.059 -0.014 0.061 0.03
C -2.9912 2.3859 -2.1949 0.240 0.038 -0.132 -0.49
O -2.1428 1.7749 -1.5325 -0.406 0.135 0.125 -0.16
N -4.2551 2.5503 -1.7679 -0.171 -0.168 0.046 0.09
C -4.6974 2.1125 -0.4533 0.372 0.171 0.060 -0.10
C -4.0602 2.9807 0.6081 -0.139 0.117 0.043 -0.26
C -4.4834 4.2897 0.7990 0.011 -0.062 0.010 -0.01
C -3.8172 5.0856 1.7155 0.021 -0.019 0.000 -0.04
C -2.7649 4.5392 2.4334 -0.082 0.017 -0.068 -0.03
C -2.4165 3.2220 2.1940 -0.057 0.148 0.066 -0.12
N -3.0394 2.4647 1.2909 -0.287 -0.146 0.073 0.01
H -1.6907 2.7083 -3.8432 0.048 0.003 -0.005 0.08
H -2.7074 4.1033 -3.4336 -0.028 -0.006 0.014 0.10
H -3.4052 2.7028 -4.2730 -0.003 0.000 -0.023 0.09
H -4.8780 3.1113 -2.3228 0.012 -0.030 -0.082 0.15
H -4.3942 1.0760 -0.2995 -0.147 -0.030 -0.011 0.09
H -5.7819 2.1824 -0.4117 -0.013 -0.049 -0.031 0.14
H -5.3203 4.6758 0.2316 0.004 0.010 -0.009 0.12
H -4.1131 6.1156 1.8628 -0.025 -0.004 0.033 0.12
H -2.2186 5.1242 3.1596 0.011 -0.010 0.019 0.11
H -1.6052 2.7468 2.7266 -0.191 0.089 -0.241 0.06
C 2.3700 0.0241 0.1119 -0.187 -0.056 -0.165 -0.39
C 2.4535 0.6381 -1.2913 0.044 -0.032 0.000 -0.37
C 1.1322 1.0544 -1.9502 -0.018 -0.140 0.046 -0.37
Sb -0.3394 -0.5181 -2.0853 0.233 -0.243 -1.293 1.35
C -1.4793 -0.0818 -3.8680 0.036 0.040 0.232 -0.38
C -2.8167 -0.4674 -3.8707 0.016 0.022 0.078 -0.15
C -3.5865 -0.3636 -5.0223 -0.050 0.031 -0.028 -0.09
C -3.0213 0.1352 -6.1872 -0.010 0.025 0.002 -0.09
C -1.6887 0.5262 -6.1939 0.019 -0.012 -0.035 -0.08
C -0.9223 0.4095 -5.0428 0.077 0.022 0.030 -0.13
C 0.7946 -1.9006 -3.2895 -0.106 0.113 0.246 -0.42
C 1.8896 -1.4908 -4.0413 0.003 0.028 0.044 -0.14
C 2.4992 -2.3686 -4.9283 0.037 -0.018 -0.050 -0.08
C 2.0061 -3.6557 -5.0823 0.031 0.007 0.004 -0.08
C 0.9158 -4.0719 -4.3307 -0.038 -0.045 0.003 -0.08
C 0.3134 -3.1975 -3.4385 -0.018 0.022 0.047 -0.14
Sb 1.8717 -2.1055 0.0925 0.634 -0.061 0.648 1.44
C 1.7217 -2.3397 2.2314 -0.074 0.011 -0.295 -0.40
C 1.1609 -3.5128 2.7310 -0.076 0.018 -0.026 -0.15
C 1.1586 -3.7784 4.0924 0.027 -0.026 0.080 -0.09
C 1.7306 -2.8724 4.9752 -0.016 -0.012 0.022 -0.09
C 2.3021 -1.7071 4.4869 0.050 0.127 0.080 -0.09
C 2.2921 -1.4410 3.1236 -0.126 0.136 0.102 -0.16
C 3.9388 -2.7502 0.1039 -0.330 -0.011 -0.291 -0.37
C 4.8143 -2.5117 1.1579 -0.007 0.025 -0.026 -0.12
C 6.1237 -2.9664 1.0977 0.039 0.039 0.032 -0.08
C 6.5704 -3.6673 -0.0142 -0.019 -0.002 -0.011 -0.09
C 5.7009 -3.9191 -1.0640 0.066 -0.026 -0.055 -0.09
C 4.3910 -3.4629 -1.0039 -0.053 0.049 -0.011 -0.14
H 1.6399 0.5503 0.7318 -0.012 0.079 0.067 0.03
H 3.3504 0.1046 0.5852 -0.068 -0.061 0.093 0.05
H 2.9840 -0.0635 -1.9424 0.064 0.120 -0.021 0.08
H 3.0738 1.5391 -1.2324 0.042 -0.049 -0.050 0.11
H 1.3270 1.4539 -2.9476 -0.055 0.008 -0.005 0.05
H 0.6497 1.8439 -1.3690 0.000 0.019 -0.019 0.04
H -3.2617 -0.8645 -2.9622 -0.035 0.013 -0.039 0.08
H -4.6228 -0.6785 -5.0135 0.009 -0.012 0.001 0.10
H -3.6120 0.2097 -7.0909 -0.007 0.002 0.005 0.10
H -1.2413 0.9031 -7.1050 0.002 0.016 0.009 0.11
H 0.1224 0.7005 -5.0678 0.009 -0.022 -0.043 0.10
H 2.2705 -0.4797 -3.9528 0.020 -0.030 -0.023 0.09
H 3.3570 -2.0447 -5.5045 -0.020 0.014 -0.015 0.11
H 2.4632 -4.3298 -5.7947 0.034 -0.019 0.039 0.10
H 0.5336 -5.0784 -4.4442 -0.020 0.011 -0.007 0.11
H -0.5484 -3.5197 -2.8627 0.043 -0.076 0.007 0.10
H 0.7231 -4.2374 2.0538 -0.015 -0.016 -0.030 0.09
H 0.7348 -4.7026 4.4657 -0.029 0.020 -0.022 0.10
H 1.7444 -3.0788 6.0381 0.010 -0.021 -0.015 0.10
H 2.7858 -1.0141 5.1666 -0.065 0.010 0.000 0.10
H 2.7428 -0.5249 2.7594 0.014 0.022 0.028 0.09
H 4.4754 -1.9799 2.0382 0.059 -0.018 0.004 0.08
H 6.7996 -2.7756 1.9221 -0.014 0.001 0.004 0.10
H 7.5934 -4.0173 -0.0591 -0.004 -0.018 0.004 0.10
H 6.0432 -4.4728 -1.9292 -0.012 0.006 -0.007 0.10
H 3.7128 -3.6620 -1.8278 0.038 -0.032 -0.029 0.08
Cl -1.8493 -2.6744 0.6131 -0.071 -0.262 0.109 0.38
C -3.2020 -1.5121 0.2810 0.000 -0.089 0.011 -0.75
H -3.9738 -1.7305 1.0154 0.042 0.182 0.077 -0.01
H -3.5750 -1.7721 -0.7063 0.029 0.196 -0.044 -0.03

***

Record 3
24
Properties=species:S:1:pos:R:3:forces:R:3:nbo_charge:R:1 method="wB97M-V/def2-TZVPD" smiles="NN1C(=O)C[C@@H](c2cccc(Br)c2)C1=O" orbital_gap_ev=9.795 homo_ev=-9.211 energy_ha=-3220.4148
N -0.8907 0.8754 3.3373 -2.651 1.239 0.135 -0.69
N -1.5199 0.6600 2.0302 2.696 -1.962 1.779 -0.31
C -1.8516 1.6192 1.1595 -1.903 2.042 -2.138 0.68
O -2.1443 2.7018 1.5646 -0.137 1.553 -0.366 -0.56
C -1.8934 1.1096 -0.3986 2.520 -0.445 2.545 -0.48
C -1.2532 -0.3166 -0.1974 0.524 1.833 0.688 -0.33
C 0.0952 -0.4679 -0.8926 1.329 0.246 0.949 0.00
C 1.1281 0.5475 -0.7690 -1.744 -1.437 -0.405 -0.20
C 2.4187 0.3923 -1.2607 -0.692 -2.370 -0.846 -0.20
C 2.7064 -0.9342 -1.7809 -1.447 0.377 0.284 -0.22
C 1.6913 -1.9330 -1.9000 2.440 1.489 0.362 -0.05
Br 2.1475 -3.6376 -2.7040 -0.272 0.868 0.476 0.05
C 0.4307 -1.6970 -1.3984 0.764 0.275 -1.098 -0.23
C -0.9949 -0.4122 1.3269 2.531 -2.731 1.730 0.68
O -0.2750 -1.2644 1.8874 -1.938 1.939 -1.695 -0.57
H 0.0269 0.5196 3.4025 0.836 -0.418 -0.402 0.39
H -1.1697 1.6420 4.0252 0.065 -1.459 -2.414 0.42
H -2.8504 1.0136 -0.8514 -0.862 0.463 -0.025 0.24
H -1.1955 1.7783 -0.9826 -1.063 -0.643 0.625 0.25
H -1.9787 -1.0838 -0.3843 -0.061 -0.610 -0.646 0.25
H 0.7475 1.3849 -0.2342 0.444 1.135 0.091 0.20
H 3.1491 1.2066 -1.3671 -0.331 -0.561 0.541 0.24
H 3.7009 -1.2131 -2.0518 0.476 0.128 -0.414 0.22
H -0.2251 -2.4909 -1.5606 -1.526 -0.949 0.241 0.22